No. 1
DFT (ωB97M-V with the def2-TZVPD basis set) results for C10H15N3O in the gas phase.

Properties
- LUMO energy (eV) = 0.7
- frontier orbital gap (Ha) = 0.3713
- E (a.u.) = -629.4720
- SMILES = [H]/N=C(/c1cn[nH]c1)[C@@H](C(C)=O)C(C)C
- energy relative to the best compared isomer or geometry (same formula, charge and spin) (kJ/mol) = 148.6

Bonds (Å) are listed after each position.
Cartesian coordinates (Å):
1 C -1.19817 0.56340 2.03530  C3 1.405, N11 1.294, H15 1.007
2 C -0.76656 2.67698 1.78605  C3 1.367, N13 1.361, H16 1.111
3 C -0.66754 1.48710 1.11952  C1 1.405, C2 1.367, C4 1.467
4 C 0.00945 1.16519 -0.14167  C3 1.467, C9 1.625, N12 1.243
5 C -0.71303 -0.38886 -1.86521  C6 1.543, C9 1.480, O14 1.197
6 C -2.22445 -0.68749 -1.77361  C5 1.543, H17 1.160, H18 1.092, H19 1.148
7 C 2.29257 -0.77798 0.63958  C10 1.549, H20 1.050, H21 1.159, H22 0.998
8 C 1.61172 -2.34390 -1.07802  C10 1.512, H23 1.107, H24 1.044, H25 1.067
9 C 0.04541 -0.39529 -0.59479  C4 1.625, C5 1.480, C10 1.536, H26 1.157
10 C 1.49771 -0.88777 -0.68529  C7 1.549, C8 1.512, C9 1.536, H27 1.073
11 N -1.73234 1.14666 3.05972  C1 1.294, N13 1.333
12 N 0.57689 2.10824 -0.72024  C4 1.243, H28 1.012
13 N -1.55082 2.45430 2.87630  C2 1.361, N11 1.333, H29 1.015
14 O -0.35242 -0.06668 -2.96071  C5 1.197
15 H -1.20740 -0.43889 1.94336  C1 1.007
16 H -0.34261 3.64188 1.43331  C2 1.111
17 H -2.39023 -1.79340 -2.08301  C6 1.160
18 H -2.91158 -0.01988 -2.29704  C6 1.092
19 H -2.64870 -0.57719 -0.71269  C6 1.148
20 H 2.13038 -1.66463 1.17831  C7 1.050
21 H 3.42856 -0.63903 0.45464  C7 1.159
22 H 1.87921 -0.08529 1.22728  C7 0.998
23 H 1.00543 -2.41672 -2.00099  C8 1.107
24 H 1.08053 -2.79415 -0.30022  C8 1.044
25 H 2.57201 -2.77498 -1.25253  C8 1.067
26 H -0.67237 -0.95545 0.11944  C9 1.157
27 H 1.88830 -0.41013 -1.56361  C10 1.073
28 H 1.07032 1.90874 -1.58135  N12 1.012
29 H -1.71025 2.96520 3.73818  N13 1.015

natural (NBO) population analysis, charges in e, atoms 1 to 5: -0.027 0.003 -0.247 0.348 0.598


No. 2
DFT (ωB97M-V with the def2-TZVPD basis set) results for C10H15N3O in the gas phase.

Properties
- LUMO energy (eV) = -0.2
- frontier orbital gap (Ha) = 0.3044
- E (a.u.) = -629.4283
- SMILES = CCN1CCC=C(/C(C#N)=N/OC)C1
- energy relative to the best compared isomer or geometry (same formula, charge and spin) (kJ/mol) = 263.4

Bonds (Å) are listed after each position.
Cartesian coordinates (Å):
1 N 0.44172 -3.83738 2.63558  C2 1.174
2 C 0.50932 -2.98590 1.83068  N1 1.174, C7 1.435
3 N 1.43223 -2.06383 -0.19098  O4 1.443, C7 1.322
4 O 2.10114 -3.33184 -0.35226  N3 1.443, C9 1.414
5 C -0.02492 -0.59212 1.00640  C6 1.393, C7 1.508, C10 1.520
6 C -0.65964 -0.23176 2.19259  C5 1.393, C12 1.495, H15 1.061
7 C 0.67686 -1.92085 0.88400  C2 1.435, N3 1.322, C5 1.508
8 N -0.67062 1.64902 0.00188  C10 1.470, C13 1.465, C14 1.448
9 C 2.13910 -3.70252 -1.71638  O4 1.414, H16 1.089, H17 1.073, H18 1.114
10 C -0.02660 0.34243 -0.19267  C5 1.520, N8 1.470, H19 1.077, H20 1.107
11 C 0.35242 2.80897 -1.91453  C13 1.546, H21 1.101, H22 1.105, H23 1.110
12 C -1.29535 1.11465 2.32892  C6 1.495, C14 1.521, H24 1.089, H25 1.105
13 C -0.96420 2.44990 -1.18870  N8 1.465, C11 1.546, H26 1.086, H27 1.107
14 C -1.74763 1.62632 0.97005  N8 1.448, C12 1.521, H28 1.080, H29 1.098
15 H -0.67674 -0.86594 3.04299  C6 1.061
16 H 2.47678 -2.84879 -2.30216  C9 1.089
17 H 1.15483 -3.98935 -2.03303  C9 1.073
18 H 2.88567 -4.51590 -1.86175  C9 1.114
19 H 1.00100 0.49913 -0.47350  C10 1.077
20 H -0.50878 -0.19544 -1.03200  C10 1.107
21 H 0.97751 3.43972 -1.26393  C11 1.101
22 H 0.89481 1.93295 -2.31391  C11 1.105
23 H 0.07105 3.40966 -2.80480  C11 1.110
24 H -2.17572 0.98617 2.95615  C12 1.089
25 H -0.58034 1.81580 2.79677  C12 1.105
26 H -1.65539 1.96290 -1.87005  C13 1.086
27 H -1.43651 3.40221 -0.88016  C13 1.107
28 H -2.55782 0.99794 0.63173  C14 1.080
29 H -2.13419 2.64383 1.11306  C14 1.098

natural (NBO) population analysis, charges in e, atoms 1 to 5: -0.258 0.233 -0.081 -0.393 -0.046


No. 3
DFT (ωB97M-V with the def2-TZVPD basis set) results for C10H15N3O4S2 in the gas phase.

Properties
- LUMO energy (eV) = 0.6
- frontier orbital gap (Ha) = 0.3153
- E (a.u.) = -1651.6899
- SMILES = CCSc1nnc(N(CCC(=O)O)CCC(=O)O)s1
- energy relative to the best compared isomer or geometry (same formula, charge and spin) (kJ/mol) = 0.0

Bonds (Å) are listed after each position.
Cartesian coordinates (Å):
1 C 4.72493 1.46205 -1.54309  C2 1.515, H32 1.088, H33 1.087, H34 1.088
2 C 5.11809 0.69516 -0.29761  C1 1.515, H3 1.088, H4 1.090, S5 1.827
3 H 4.81991 1.22269 0.60652  C2 1.088
4 H 6.18720 0.48556 -0.27388  C2 1.090
5 S 4.33245 -0.95299 -0.22644  C2 1.827, C6 1.728
6 C 2.71850 -0.49346 0.18588  S5 1.728, N7 1.282, S31 1.769
7 N 2.30437 0.70361 0.38351  C6 1.282, N8 1.329
8 N 1.01552 0.79104 0.69608  N7 1.329, C9 1.293
9 C 0.40566 -0.34830 0.75076  N8 1.293, N10 1.347, S31 1.776
10 N -0.88925 -0.49093 1.09126  C9 1.347, C11 1.444, C21 1.450
11 C -1.48810 -1.80361 1.15755  N10 1.444, H12 1.091, C13 1.540, H20 1.098
12 H -2.45301 -1.71002 1.65901  C11 1.091
13 C -1.71236 -2.45751 -0.21894  C11 1.540, C14 1.511, H18 1.090, H19 1.088
14 C -2.66009 -1.61051 -1.03596  C13 1.511, O15 1.205, O16 1.323
15 O -3.82059 -1.43918 -0.75939  C14 1.205
16 O -2.05331 -1.04126 -2.06500  C14 1.323, H17 0.977
17 H -2.61450 -0.35551 -2.47606  O16 0.977
18 H -2.15574 -3.43994 -0.05689  C13 1.090
19 H -0.77298 -2.56289 -0.75845  C13 1.088
20 H -0.84392 -2.46888 1.74769  C11 1.098
21 C -1.54832 0.68088 1.63462  N10 1.450, H22 1.095, C23 1.537, H30 1.091
22 H -0.85030 1.16822 2.32306  C21 1.095
23 C -1.94505 1.71561 0.56989  C21 1.537, C24 1.508, H28 1.089, H29 1.091
24 C -3.15729 1.30441 -0.22758  C23 1.508, O25 1.205, O26 1.329
25 O -3.21802 1.30524 -1.43149  C24 1.205
26 O -4.17464 0.94254 0.54740  C24 1.329, H27 0.972
27 H -4.88671 0.54960 0.01465  O26 0.972
28 H -1.10732 1.89449 -0.10262  C23 1.089
29 H -2.19082 2.64765 1.08143  C23 1.091
30 H -2.43603 0.36176 2.18186  C21 1.091
31 S 1.46452 -1.72561 0.38303  C6 1.769, C9 1.776
32 H 5.25984 2.40888 -1.57105  C1 1.088
33 H 3.65748 1.66658 -1.53158  C1 1.087
34 H 4.96994 0.89461 -2.43816  C1 1.088

natural (NBO) population analysis, charges in e, atoms 1 to 5: -0.624 -0.503 0.237 0.223 0.276


No. 4
DFT (ωB97M-V with the def2-TZVPD basis set) results for a gas-phase ion, C10H15N4 (charge +1).

Properties
- total charge = +1
- LUMO energy (eV) = -5.7
- frontier orbital gap (Ha) = 0.2560
- E (a.u.) = -608.5834
- energy relative to the best compared isomer or geometry (same formula, charge and spin) (kJ/mol) = 804.6

Bonds (Å) are listed after each position.
Cartesian coordinates (Å):
1 C 3.63637 -1.39010 -0.15116  C3 1.348, N11 1.421, H15 1.041
2 C 4.85053 0.23876 0.48327  N11 1.232, N12 1.436, H16 1.111
3 C 2.87958 -0.28601 -0.31314  C1 1.348, N12 1.399, N13 1.386
4 C 3.42379 2.09044 -0.26524  N12 1.289, H17 1.061
5 C -3.67264 0.07589 0.25609  C6 1.512, C7 1.466, H18 1.138, H19 1.160
6 C -2.83317 -1.14494 0.55547  C5 1.512, C8 1.516, H20 1.139, H21 1.075
7 C -3.01931 0.94950 -0.72290  C5 1.466, C9 1.474, H22 1.153, H23 1.055
8 C -1.38202 -0.92158 0.93427  C6 1.516, C10 1.569, H24 1.081, H25 1.084
9 C -1.59677 1.16840 -0.40291  C7 1.474, C10 1.559, H26 1.170, H27 1.153
10 C -0.71029 -0.10130 -0.22274  C8 1.569, C9 1.559, N14 1.343, H28 1.087
11 N 4.85461 -0.99282 0.46333  C1 1.421, C2 1.232
12 N 3.65465 0.84442 -0.03063  C2 1.436, C3 1.399, C4 1.289
13 N 1.52587 -0.24424 -0.60874  C3 1.386, N14 1.241, H29 1.090
14 N 0.56919 0.21439 0.03476  C10 1.343, N13 1.241
15 H 3.35727 -2.33150 -0.49826  C1 1.041
16 H 5.68302 0.79975 0.95914  C2 1.111
17 H 4.28541 2.63893 0.02018  C4 1.061
18 H -4.63326 -0.23701 -0.26740  C5 1.138
19 H -3.90425 0.48204 1.31806  C5 1.160
20 H -3.30192 -1.92082 1.24524  C6 1.139
21 H -2.81041 -1.74354 -0.33741  C6 1.075
22 H -2.94637 0.32951 -1.69253  C7 1.153
23 H -3.43761 1.91787 -0.73425  C7 1.055
24 H -1.48483 -0.30212 1.81447  C8 1.081
25 H -1.00530 -1.93357 1.02868  C8 1.084
26 H -1.10311 1.94083 -1.12967  C9 1.170
27 H -1.41519 1.69371 0.60726  C9 1.153
28 H -0.65597 -0.83962 -1.01897  C10 1.087
29 H 1.19214 -0.99528 -1.32424  N13 1.090

natural (NBO) population analysis, charges in e, atoms 1 to 5: 0.022 0.263 0.191 0.036 -0.413


No. 5
DFT (ωB97M-V with the def2-TZVPD basis set) results for C10H15N5 in the gas phase.

Properties
- LUMO energy (spin up / spin down) (eV) = 0.2 / -0.9
- frontier orbital gap (spin up / spin down) (Ha) = 0.3036 / 0.2920
- E (a.u.) = -663.5552
- energy relative to the best compared isomer or geometry (same formula, charge and spin) (kJ/mol) = 663.0

Bonds (Å) are listed after each position.
Cartesian coordinates (Å):
1 C 0.32038 -1.55038 -0.41937  C2 1.410, C3 1.514, N11 1.308
2 C -0.23099 -0.28578 -0.71213  C1 1.410, C4 1.517, N13 1.378
3 C 1.79752 -1.80881 -0.62831  C1 1.514, C5 1.523, H16 1.033, H17 1.071
4 C 0.19784 1.00791 -1.37848  C2 1.517, C6 1.510, H18 1.056, H19 1.032
5 C 2.52633 -1.35771 0.63089  C3 1.523, C7 1.528, H20 1.184, H21 1.124
6 C 1.12093 1.70034 -0.40387  C4 1.510, C8 1.560, H22 1.045, H23 1.039
7 C 2.04227 -0.02556 1.20168  C5 1.528, C8 1.539, H24 1.022, H25 1.058
8 C 2.41818 1.08576 0.20598  C6 1.560, C7 1.539, H26 1.068, H27 1.127
9 C -2.50587 0.54463 -0.25674  C10 1.457, N13 1.368, H28 1.026
10 C -3.85480 0.11319 0.08406  C9 1.457, N14 1.530, N15 1.447, H29 1.040
11 N -0.59732 -2.26519 0.17870  C1 1.308, N12 1.257
12 N -1.69522 -1.65468 0.22101  N11 1.257, N13 1.359
13 N -1.55414 -0.43317 -0.35840  C2 1.378, C9 1.368, N12 1.359
14 N -4.72818 0.97094 1.00268  C10 1.530, N15 1.386, H30 0.948
15 N -5.21810 0.50115 -0.20624  C10 1.447, N14 1.386
16 H 1.82463 -2.80775 -0.89011  C3 1.033
17 H 1.93419 -1.40150 -1.60895  C3 1.071
18 H 0.67780 0.98669 -2.31849  C4 1.056
19 H -0.66624 1.55200 -1.52594  C4 1.032
20 H 2.46174 -2.21866 1.44181  C5 1.184
21 H 3.64812 -1.34079 0.55932  C5 1.124
22 H 1.23409 2.62693 -0.87340  C6 1.045
23 H 0.57032 1.92354 0.44851  C6 1.039
24 H 1.04356 0.08990 1.38693  C7 1.022
25 H 2.64500 -0.01624 2.07057  C7 1.058
26 H 2.98340 0.79836 -0.65296  C8 1.068
27 H 2.94655 1.97913 0.64422  C8 1.127
28 H -2.23019 1.49170 0.02696  C9 1.026
29 H -3.97141 -0.89179 0.32288  C10 1.040
30 H -5.14037 0.68586 1.80717  N14 0.948

natural (NBO) population analysis, charges in e, atoms 1 to 5: 0.101 0.140 -0.459 -0.437 -0.382


No. 6
DFT (ωB97M-V with the def2-TZVPD basis set) results for 5 unconnected molecules or ions with the total composition C10H15N5.

Properties
- LUMO energy (eV) = 0.0
- frontier orbital gap (Ha) = 0.4275
- E (a.u.) = -663.7250
- SMILES = CC#N.CC#N.CC#N.CC#N.CC#N
- energy relative to the best compared isomer or geometry (same formula, charge and spin) (kJ/mol) = 217.0

Bonds (Å) are listed after each position.
Cartesian coordinates (Å):
1 C 6.03040 -1.67802 5.87692  C2 1.454, H4 1.090, H5 1.090, H6 1.090
2 C 5.41273 -0.80784 4.88888  C1 1.454, N3 1.157
3 N 4.92957 -0.11349 4.09941  C2 1.157
4 H 5.29754 -1.72855 6.68220  C1 1.090
5 H 6.92100 -1.19589 6.28001  C1 1.090
6 H 6.20321 -2.68137 5.48766  C1 1.090
7 C -3.48636 1.01321 0.98226  C8 1.443, H10 1.090, H11 1.090, H12 1.090
8 C -4.45137 -0.05675 0.90128  C7 1.443, N9 1.171
9 N -5.16322 -0.98488 0.84421  C8 1.171
10 H -3.73978 1.73880 1.75517  C7 1.090
11 H -3.50004 1.41469 -0.03102  C7 1.090
12 H -2.59693 0.39848 1.12055  C7 1.090
13 C -0.59708 4.61548 -0.63392  C14 1.525, H16 1.090, H17 1.090, H18 1.090
14 C -1.16378 5.50390 0.46777  C13 1.525, N15 1.143
15 N -1.57529 6.19610 1.27865  C14 1.143
16 H 0.32547 5.16616 -0.81768  C13 1.090
17 H -1.28183 4.56492 -1.48047  C13 1.090
18 H -0.13808 3.72914 -0.19594  C13 1.090
19 C -2.59245 -3.79319 -5.20516  C20 1.509, H22 1.090, H23 1.090, H24 1.090
20 C -3.43813 -4.37239 -6.31257  C19 1.509, N21 1.150
21 N -4.13274 -4.77850 -7.13466  C20 1.150
22 H -2.61501 -4.61287 -4.48702  C19 1.090
23 H -2.98574 -2.85843 -4.80562  C19 1.090
24 H -1.58577 -3.56546 -5.55563  C19 1.090
25 C 1.98461 -0.05391 -0.30764  C26 1.448, H28 1.090, H29 1.090, H30 1.090
26 C 1.02822 -0.28303 -1.37050  C25 1.448, N27 1.191
27 N 0.37534 -0.48247 -2.34687  C26 1.191
28 H 1.55111 -0.62147 0.51580  C25 1.090
29 H 2.11126 0.99763 -0.05011  C25 1.090
30 H 2.87311 -0.66996 -0.44600  C25 1.090

natural (NBO) population analysis, charges in e, atoms 1 to 5: -0.722 0.292 -0.341 0.256 0.258